Computed, not measured: C3H9NP2 in the gas phase at a distorted geometry, with ωB97M-V/def2-TZVPD.

Positions of all 15 atoms, in Å:
C: -1.344 0.700 1.217
C: 0.718 -1.483 0.159
C: 0.042 -0.582 -0.903
N: 1.785 1.026 1.006
P: -1.449 0.392 -0.526
P: 1.544 0.015 -0.128
H: -1.474 -0.273 1.810
H: -2.084 1.510 1.342
H: 0.244 -1.757 1.060
H: 1.173 -2.404 -0.153
H: 0.039 -0.778 -1.878
H: -2.556 0.226 -1.546
H: 1.825 1.941 0.821
H: -1.035 1.551 -1.047
H: 2.573 -0.083 -1.232

LUMO energy, eV: 0.8
Total energy, eV: -23319.0442
HOMO level, eV: -7.39
SMILES: C=[PH2][C@@H]1C[P@@H]1=N

---

Computed, not measured: a molecular structure, C25H41Cl3N3O3SSiZn at a distorted geometry, with ωB97M-V/def2-TZVPD.

Positions of all 78 atoms, in Å:
C: -1.577 -2.980 -4.276
C: -0.864 -3.389 -3.028
H: -1.896 -3.873 -4.822
H: -0.975 -2.332 -4.924
H: -2.458 -2.398 -3.977
C: -0.586 -4.673 -2.751
C: -0.551 -5.798 -3.758
H: -0.457 -5.009 -1.720
H: 0.022 -5.577 -4.680
H: -1.555 -6.132 -4.056
H: -0.070 -6.675 -3.300
Zn: -1.153 2.246 0.821
Cl: -3.307 1.759 1.250
Cl: 0.107 3.991 0.276
H: 0.389 3.997 5.151
H: -0.295 7.238 4.231
C: 0.736 4.537 4.257
C: -0.251 6.644 3.305
N: -0.396 5.242 3.642
H: 1.176 3.826 3.530
C: -1.393 4.497 3.140
O: -1.361 3.250 3.103
H: -1.083 6.921 2.644
H: -2.262 5.056 2.758
H: 1.454 5.308 4.558
H: 0.733 6.811 2.840
H: 3.136 -0.881 -3.060
H: 2.458 -3.235 -2.510
C: 3.411 -0.619 -2.041
C: 3.402 -3.098 -1.971
N: 3.365 -1.827 -1.253
H: 2.683 0.097 -1.644
C: 3.469 -1.723 0.109
O: 3.661 -0.680 0.726
H: 3.518 -3.899 -1.237
H: 3.352 -2.720 0.597
H: 4.421 -0.182 -2.017
H: 4.219 -3.109 -2.700
O: 0.155 -1.243 -2.567
C: -0.613 -2.195 -2.065
C: 0.611 -3.173 -0.023
C: -0.545 -2.624 -0.580
H: 1.537 -3.139 -0.611
C: 0.597 -3.706 1.271
H: -1.555 -1.637 -2.103
C: -1.714 -2.623 0.194
H: 1.528 -4.089 1.704
C: -0.591 -3.773 2.008
C: -1.748 -3.217 1.460
H: -2.630 -2.196 -0.240
H: -0.601 -4.247 2.992
H: -2.679 -3.216 2.042
Si: -0.643 2.176 -2.947
Cl: -1.379 1.088 -1.161
C: 1.216 2.218 -2.849
C: -1.504 3.890 -2.818
C: -1.356 1.311 -4.441
H: 1.590 1.269 -2.448
H: 1.532 3.058 -2.211
H: 1.622 2.370 -3.861
H: -0.612 0.616 -4.873
H: -1.599 2.081 -5.195
H: -2.282 0.767 -4.185
H: -2.414 3.815 -2.225
H: -1.789 4.168 -3.845
H: -0.907 4.710 -2.415
S: 0.138 0.293 1.636
C: -0.213 0.369 3.286
N: -1.522 0.443 3.686
C: -1.863 0.717 4.975
C: -0.888 0.811 5.961
C: 0.452 0.613 5.599
C: 0.780 0.403 4.268
H: -2.255 0.491 2.957
H: -2.932 0.823 5.163
H: -1.184 1.024 6.982
H: 1.234 0.643 6.363
H: 1.803 0.298 3.907

LUMO energy, eV: 2.2
Total energy, eV: -141906.4375
HOMO level, eV: -3.15
Net charge: -1